C24H24N6NiO6S | the ωB97M-V functional and the def2-TZVPD basis

Each line ends with the natural charge from an NBO analysis.
Element x y z (Å)
Ni -0.0572 -0.0792 0.4139  0.93
C -1.4328 0.5030 -4.0254  -0.69
C -0.5747 0.8989 -2.8518  0.49
O -1.2117 1.3393 -1.8325  -0.67
C 0.7940 0.7532 -2.8948  -0.49
C 1.6971 0.9766 -1.8129  0.31
C 3.1350 1.2392 -2.1854  -0.66
N 1.3620 0.9366 -0.5489  -0.40
N 2.4281 1.2776 0.3017  -0.46
C 2.1319 1.0726 1.5465  0.51
O 1.0396 0.5844 2.0061  -0.81
C 3.1845 1.4646 2.5390  0.02
C 4.3826 2.0704 2.1584  -0.21
C 5.3288 2.4217 3.1069  -0.24
C 5.0988 2.1765 4.4581  -0.25
C 3.9105 1.5725 4.8439  -0.23
C 2.9624 1.2190 3.8914  -0.22
H -2.1728 1.2833 -4.2144  0.20
H -1.9727 -0.3971 -3.7093  0.25
H -0.8580 0.3006 -4.9327  0.18
H 1.2501 0.4705 -3.8374  0.18
H 3.2436 1.2342 -3.2698  0.19
H 3.7871 0.4852 -1.7423  0.23
H 3.4599 2.2004 -1.7863  0.22
H 4.5457 2.2509 1.1042  0.23
H 6.2562 2.8905 2.7957  0.19
H 5.8409 2.4511 5.1992  0.19
H 3.7246 1.3725 5.8936  0.19
H 2.0291 0.7436 4.1632  0.24
N -4.2624 -5.6624 -3.1325  -0.82
C -3.0476 -5.3375 -2.4781  0.15
C -2.5879 -6.1174 -1.4229  -0.31
C -1.3987 -5.7942 -0.7831  -0.10
C -0.6571 -4.7105 -1.2161  -0.38
C -1.1092 -3.9242 -2.2712  -0.13
C -2.2973 -4.2433 -2.9009  -0.26
S 0.8081 -4.1849 -0.3685  2.34
O 1.7870 -3.8852 -1.3856  -0.97
O 1.1517 -5.2165 0.5847  -0.99
N 0.3620 -2.7835 0.2557  -0.89
C -0.5776 -2.6904 1.1849  0.58
N -1.1901 -3.7503 1.7766  -0.52
C -1.9990 -3.5001 2.7825  0.09
C -2.2677 -2.2242 3.2713  -0.41
C -1.6969 -1.1899 2.5518  0.12
N -0.9129 -1.4022 1.5142  -0.53
H -4.9194 -6.1028 -2.5039  0.36
H -4.6918 -4.8431 -3.5394  0.36
H -3.1783 -6.9647 -1.0878  0.19
H -1.0405 -6.3619 0.0648  0.23
H -0.5588 -3.0360 -2.5507  0.26
H -2.6721 -3.6081 -3.6959  0.20
H -2.4725 -4.3713 3.2337  0.17
H -2.9179 -2.0449 4.1144  0.20
H -1.8943 -0.1480 2.7793  0.21
C -3.7874 -0.0914 0.1647  -0.25
O -2.5974 0.6534 0.0373  -0.61
C -1.5557 -0.0529 -0.6812  0.59
O -1.9221 -1.0282 -1.3359  -0.80
H -4.4902 0.5431 0.7122  0.15
H -3.6425 -1.0274 0.7124  0.16
H -4.2127 -0.3487 -0.8098  0.17

The calculation puts the total energy at -98381.5601 eV. As for the net charge: -2. The value obtained for the LUMO energy (alpha / beta) is 4.729 / 4.729 eV.